ORCA calculation (ωB97M-V/def2-TZVPD) on 2 unconnected molecules or ions with the total composition C26H27F6N4O in a non-equilibrium geometry.

```
64
Properties=species:S:1:pos:R:3
C -3.59 -1.70 3.93
N -3.06 -0.37 3.78
C -3.43 0.58 4.81
C -4.72 1.23 4.40
F -5.23 2.12 5.29
F -4.53 1.90 3.20
F -5.68 0.28 4.15
C -2.33 -0.02 2.68
C -1.22 0.87 2.78
C -0.43 1.10 1.67
C -0.77 0.57 0.39
C 0.15 0.71 -0.69
C -0.08 0.32 -2.04
C 0.72 0.91 -3.07
C 0.46 0.69 -4.40
C -0.68 -0.05 -4.79
N -0.95 -0.28 -6.14
C -1.84 0.55 -6.93
C -0.27 -1.34 -6.86
C -0.94 -2.65 -6.58
F -0.47 -3.68 -7.33
F -0.76 -2.98 -5.25
F -2.30 -2.54 -6.79
C -1.46 -0.68 -3.78
C -1.05 -0.64 -2.47
C -2.06 -0.04 0.28
C -2.71 -0.51 1.40
H -2.87 -2.43 3.54
H -3.74 -1.90 5.00
H -4.54 -1.84 3.40
H -3.61 0.03 5.74
H -2.67 1.36 4.92
H -1.00 1.33 3.74
H 0.45 1.75 1.76
H 1.00 1.36 -0.52
H 1.51 1.60 -2.77
H 1.09 1.12 -5.18
H -1.84 1.59 -6.57
H -1.50 0.52 -7.97
H -2.88 0.17 -6.90
H -0.34 -1.13 -7.94
H 0.77 -1.40 -6.51
H -2.37 -1.19 -4.08
H -1.54 -1.31 -1.75
H -2.55 -0.10 -0.68
H -3.58 -1.17 1.32
C 5.65 1.14 5.26
C 6.54 1.02 4.17
C 6.05 0.64 2.92
C 4.68 0.37 2.73
C 4.19 0.12 1.33
N 2.84 -0.18 1.19
N 2.37 -0.29 -0.15
O 4.95 0.10 0.35
C 3.83 0.39 3.84
C 4.30 0.81 5.09
H 6.02 1.48 6.24
H 7.60 1.24 4.31
H 6.74 0.55 2.07
H 2.18 0.33 1.77
H 3.19 -0.21 -0.76
H 1.88 -1.19 -0.24
H 2.79 0.06 3.73
H 3.60 0.90 5.93
```

The calculation puts the gap between HOMO and LUMO at 6.32 eV. The calculation puts the relative energy (zero: lowest compared OMol25 entry of this formula, charge and spin) at 6.69 kJ/mol. The value obtained for the strongest force on any atom is 1.98 eV Å⁻¹. The charge is +1. Its calculated total energy is -51705.40924 eV. As for the spin multiplicity: 1.

---

ORCA calculation (ωB97M-V/def2-TZVPD) on a molecular structure, C8H14N2O6 in a non-equilibrium geometry.

```
30
Properties=species:S:1:pos:R:3
C 2.06 0.43 -0.85
C 0.73 -0.15 -0.93
C 3.06 -0.51 0.06
C 2.70 -0.47 1.58
C -1.62 0.52 -0.51
C -2.36 1.65 -0.08
C -2.00 -0.68 0.32
C -3.35 -1.33 -0.18
H 2.47 1.61 0.95
H 2.63 2.58 -1.00
H 2.40 0.55 -1.97
H 4.04 -0.10 -0.22
H 2.19 -2.08 -0.76
H 1.49 -0.50 1.99
H 3.29 0.46 2.35
H 3.29 -1.52 1.86
H 0.28 1.74 -0.38
H -2.00 0.19 -1.52
H -1.90 -0.32 1.38
H -1.39 -1.52 -0.03
H -4.27 -2.80 0.41
H -4.04 2.05 0.70
N 1.98 1.82 -0.21
N -0.21 0.70 -0.45
O 0.47 -1.18 -1.51
O 3.16 -1.71 -0.65
O -1.95 2.89 -0.17
O -4.06 -1.07 -1.14
O -3.42 -2.50 0.67
O -3.67 1.23 0.28
```

The calculation puts the gap between HOMO and LUMO at 9.72 eV. The calculation puts the relative energy (zero: lowest compared OMol25 entry of this formula, charge and spin) at 645.11 kJ/mol. The value obtained for the strongest force on any atom is 7.08 eV Å⁻¹. The charge is 0. Its calculated total energy is -23783.39623 eV. As for the spin multiplicity: 1.

---

ORCA calculation (ωB97M-V/def2-TZVPD) on a molecular structure, C3H2MgO2 in a non-equilibrium geometry.

```
8
Properties=species:S:1:pos:R:3
O 1.73 -0.43 0.91
C 0.63 -1.15 0.73
C -0.25 -0.71 -0.41
C -1.46 -0.26 -0.07
O -2.46 0.16 0.33
Mg 1.44 0.91 -0.42
H 0.21 -1.69 1.59
H -0.06 -1.28 -1.36
```

The calculation puts the gap between HOMO and LUMO (spin up / spin down) at 4.73 / 10.24 eV. The calculation puts the relative energy (zero: lowest compared OMol25 entry of this formula, charge and spin) at 48.68 kJ/mol. The value obtained for the strongest force on any atom is 3.99 eV Å⁻¹. The charge is +1. Its calculated total energy is -12673.47817 eV. As for the spin multiplicity: 2.